Record 1
{"formula": "C6H10O2", "method": "ωB97M-V with the def2-TZVPD basis set", "species": ["C", "C", "C", "C", "C", "C", "O", "O", "H", "H", "H", "H", "H", "H", "H", "H", "H", "H"], "coordinates": [[-0.038, 0.293, -0.653], [0.139, -0.827, -1.590], [-0.767, 1.498, -1.081], [0.805, 0.316, 0.585], [-0.433, -0.472, 1.329], [-0.271, -1.741, 1.686], [0.808, 1.653, 1.140], [1.942, -0.274, 0.487], [1.565, 1.646, 1.740], [-1.254, 0.139, 1.690], [0.636, -1.672, -1.123], [-1.435, 1.832, -0.282], [-0.028, 2.307, -1.149], [0.810, -0.453, -2.376], [-0.802, -1.101, -2.073], [-1.315, 1.381, -2.014], [-0.963, -2.247, 2.349], [0.601, -2.280, 1.334]], "forces_ev_per_a": [[1.1, 0.5, 0.5], [-0.3, -0.2, 0.2], [-0.6, -0.1, 0.4], [0.7, 0.4, -1.8], [-0.2, 0.0, 0.1], [0.1, 0.2, -0.3], [-0.4, -0.5, 0.1], [-0.6, -0.2, 0.8], [0.0, -0.1, -0.1], [0.0, 0.0, -0.1], [0.0, 0.0, 0.0], [0.0, 0.0, -0.1], [0.1, -0.1, 0.0], [0.0, 0.1, 0.1], [0.1, 0.0, 0.0], [0.0, 0.0, 0.1], [0.0, 0.1, 0.0], [0.0, 0.0, 0.0]], "e_homo_ev": [-8.0448, -8.0446], "relative_energy_kj_mol": 355.8, "e_tot_ha": -384.9669, "spin_multiplicity": 1, "fmax_ev_per_a": 2.01, "lumo_energy_ev": [-0.976, -0.977]}

=====

Record 2
{"formula": "C18H22N5O4V", "method": "ωB97M-V with the def2-TZVPD basis set", "species": ["V", "C", "C", "N", "C", "C", "C", "C", "C", "C", "C", "N", "C", "C", "N", "N", "H", "H", "H", "H", "H", "H", "H", "H", "H", "H", "H", "H", "H", "H", "H", "H", "H", "H", "O", "C", "O", "C", "C", "C", "C", "C", "N", "C", "O", "O", "H", "H", "H", "H"], "coordinates": [[0.269, 0.680, -0.652], [2.944, -0.314, -1.750], [2.193, -1.524, -1.219], [0.730, -1.341, -1.367], [-0.034, -2.274, -0.524], [0.066, -1.825, 0.911], [-0.103, -2.633, 2.017], [0.015, -2.062, 3.278], [0.332, -0.719, 3.395], [0.505, 0.027, 2.238], [0.907, 1.476, 2.252], [0.883, 2.096, 0.902], [2.191, 2.649, 0.488], [3.075, 1.535, -0.049], [2.387, 0.926, -1.185], [0.341, -0.520, 1.039], [2.840, -0.251, -2.835], [4.011, -0.416, -1.533], [2.387, -1.647, -0.150], [2.525, -2.441, -1.718], [0.466, -1.482, -2.339], [0.318, -3.307, -0.627], [-1.077, -2.232, -0.851], [-0.324, -3.683, 1.894], [-0.123, -2.668, 4.162], [0.454, -0.254, 4.364], [1.922, 1.557, 2.654], [0.248, 2.031, 2.919], [0.180, 2.828, 0.914], [2.673, 3.176, 1.317], [1.993, 3.376, -0.303], [3.222, 0.764, 0.715], [4.064, 1.924, -0.318], [2.273, 1.606, -1.931], [-3.624, -0.038, 2.137], [-2.728, 0.576, 1.347], [-1.913, 1.359, 1.775], [-2.867, 0.210, -0.084], [-4.063, -0.263, -0.593], [-4.202, -0.411, -1.965], [-3.154, -0.007, -2.775], [-1.981, 0.462, -2.207], [-1.797, 0.496, -0.862], [-0.868, 1.018, -3.074], [-0.869, 0.821, -4.269], [0.054, 1.661, -2.401], [-3.518, 0.338, 3.023], [-4.879, -0.482, 0.080], [-5.125, -0.780, -2.388], [-3.217, -0.016, -3.854]], "forces_ev_per_a": [[-0.2, 0.9, -0.7], [0.1, 0.0, 0.0], [0.0, -0.1, 0.0], [0.1, 0.1, 0.1], [-0.1, -0.2, 0.0], [0.0, 0.0, 0.1], [0.0, 0.0, -0.2], [0.0, 0.0, 0.0], [0.1, 0.0, 0.0], [0.0, -0.1, 0.3], [0.1, 0.2, 0.0], [0.0, -0.4, 0.2], [0.0, 0.1, 0.0], [0.1, 0.0, 0.1], [-0.3, -0.1, -0.1], [0.0, -0.1, 0.1], [0.0, -0.1, 0.0], [0.0, 0.0, 0.0], [0.0, 0.0, 0.0], [0.0, 0.1, 0.0], [0.0, 0.0, 0.0], [-0.1, 0.0, 0.0], [0.0, -0.1, 0.1], [0.0, 0.0, 0.0], [0.0, 0.0, 0.0], [0.0, 0.0, 0.0], [-0.1, 0.0, 0.1], [0.0, 0.0, 0.0], [0.0, 0.0, -0.1], [0.0, 0.0, -0.1], [0.1, 0.0, 0.0], [0.0, 0.0, 0.0], [0.0, 0.0, 0.0], [0.0, 0.0, 0.0], [0.1, 0.2, -0.2], [0.0, -0.2, 0.2], [-0.1, 0.0, -0.1], [0.2, 0.1, -0.1], [0.0, 0.0, 0.0], [0.1, 0.0, 0.0], [0.0, 0.0, -0.1], [-0.4, -0.1, 0.3], [-0.1, 0.0, -0.3], [0.5, 0.2, 0.0], [-0.2, 0.0, 0.0], [-0.2, -0.4, 0.2], [0.0, 0.0, 0.1], [0.0, 0.0, 0.0], [0.0, 0.0, 0.0], [0.0, 0.0, 0.0]], "e_homo_ev": [-10.0281, -8.5746], "relative_energy_kj_mol": 0.0, "total_charge": 1, "e_tot_ha": -2217.7857, "spin_multiplicity": 2, "fmax_ev_per_a": 1.17, "lumo_energy_ev": [-2.942, -3.113]}

=====

Record 3
{"formula": "C6H10O", "method": "ωB97M-V with the def2-TZVPD basis set", "species": ["C", "C", "C", "C", "C", "C", "O", "H", "H", "H", "H", "H", "H", "H", "H", "H", "H"], "coordinates": [[1.007, -1.269, 0.328], [-0.140, -1.286, -0.413], [0.971, 0.235, 0.576], [-0.498, 0.138, -0.314], [1.879, 0.880, -0.457], [-1.740, 0.413, 0.596], [-2.911, 0.005, -0.147], [1.894, -1.855, 0.571], [-0.523, -2.165, -0.931], [0.805, 0.693, 1.619], [-0.439, 0.539, -1.252], [1.624, 0.507, -1.511], [2.939, 0.717, -0.326], [1.642, 2.013, -0.385], [-1.858, 1.477, 0.778], [-1.779, -0.034, 1.596], [-2.875, -1.008, -0.328]], "forces_ev_per_a": [[6.3, 1.4, 5.6], [-5.2, -2.4, -3.9], [-2.5, -0.4, -1.4], [0.9, -1.5, 5.2], [-0.4, 2.0, -0.5], [-0.6, -0.3, -1.8], [0.0, -2.2, -0.1], [-0.5, -0.3, -0.6], [-0.4, 0.5, -0.1], [0.8, -0.6, -1.6], [-0.6, 2.2, -2.1], [0.3, 0.5, 1.5], [0.3, 0.0, 0.3], [0.6, -1.6, -0.5], [0.0, 0.3, -0.3], [0.7, -0.4, -0.3], [0.2, 2.7, 0.7]], "e_homo_ev": [-5.3302, -9.7392], "relative_energy_kj_mol": 149.4, "e_tot_ha": -309.5949, "spin_multiplicity": 3, "fmax_ev_per_a": 8.53, "lumo_energy_ev": [1.074, -1.885]}

=====

Record 4
{"formula": "C12H37O6", "method": "ωB97M-V with the def2-TZVPD basis set", "species": ["O", "H", "H", "H", "C", "C", "O", "H", "H", "H", "H", "H", "H", "C", "C", "O", "H", "H", "H", "H", "H", "H", "C", "C", "O", "H", "H", "H", "H", "H", "H", "C", "C", "C", "O", "H", "H", "H", "H", "H", "H", "H", "H", "C", "C", "C", "O", "H", "H", "H", "H", "H", "H", "H", "H"], "coordinates": [[-0.359, -0.380, 0.452], [-1.127, 0.076, 0.099], [0.437, -0.041, 0.035], [-0.341, -0.242, 1.402], [1.848, -0.258, 3.419], [1.086, 1.025, 3.691], [0.009, 1.057, 2.732], [1.157, -1.064, 3.664], [2.750, -0.449, 4.002], [2.168, -0.401, 2.387], [1.666, 1.945, 3.621], [0.653, 0.970, 4.690], [-0.274, 1.968, 2.627], [-1.481, -2.706, 2.262], [-0.322, -3.586, 1.974], [0.689, -2.944, 1.269], [-1.890, -2.184, 1.397], [-1.143, -1.910, 2.926], [-2.308, -3.254, 2.711], [-0.705, -4.431, 1.401], [0.062, -3.962, 2.922], [1.069, -3.591, 0.669], [-2.367, -1.424, -2.094], [-3.418, -0.699, -1.293], [-2.908, -0.258, -0.056], [-1.514, -0.786, -2.323], [-2.652, -1.761, -3.091], [-1.908, -2.251, -1.553], [-4.274, -1.361, -1.164], [-3.678, 0.184, -1.878], [-3.528, 0.390, 0.287], [-2.261, 3.741, -1.892], [-1.115, 2.729, -1.635], [0.300, 3.265, -1.856], [-1.151, 2.209, -0.298], [-2.317, 4.384, -1.013], [-3.252, 3.310, -2.036], [-1.976, 4.327, -2.766], [-1.310, 1.904, -2.319], [1.114, 2.737, -1.360], [0.350, 4.272, -1.441], [0.546, 3.299, -2.918], [-1.074, 2.984, 0.263], [1.993, -1.629, -1.664], [2.902, -0.630, -0.988], [3.965, 0.017, -2.001], [2.050, 0.423, -0.527], [2.503, -2.571, -1.866], [1.576, -1.210, -2.580], [1.077, -1.824, -1.107], [3.308, -1.077, -0.080], [4.778, 0.493, -1.452], [3.507, 0.759, -2.656], [4.430, -0.728, -2.646], [2.658, 1.145, -0.351]], "forces_ev_per_a": [[-0.2, -1.4, -0.4], [-1.7, 0.6, -0.5], [1.8, 0.8, -0.4], [0.4, 0.5, 1.4], [0.0, -0.5, 0.1], [0.2, -0.4, 0.0], [0.0, 0.0, -0.1], [0.1, -0.2, -0.1], [-0.1, 0.5, 0.4], [-0.2, 0.3, -0.2], [0.2, -0.1, -0.1], [0.0, 0.1, 0.1], [-0.2, 0.0, 0.0], [-0.5, 1.2, 0.1], [-0.8, -1.4, 0.3], [0.8, 0.7, -0.7], [0.1, -0.3, -0.3], [-0.2, 0.1, 0.4], [0.2, 0.0, 0.2], [0.2, -0.3, 0.0], [0.1, -0.2, 0.1], [0.2, 0.1, 0.0], [1.4, -0.1, 0.0], [-0.1, -0.2, -1.5], [0.4, 0.0, 0.6], [0.1, 0.5, 0.2], [-0.6, -0.1, 0.3], [-0.3, -0.3, 0.1], [-0.2, 0.2, 0.2], [-0.5, 0.0, 0.0], [0.0, 0.1, 0.2], [1.1, -0.1, 0.4], [-0.1, -0.3, -0.4], [-0.2, 0.8, -0.3], [-0.5, -0.2, 0.0], [0.0, 0.4, -0.1], [0.2, -0.3, 0.0], [-0.3, 0.2, 0.0], [0.2, -0.4, 0.3], [-0.5, -0.6, 0.0], [0.0, 0.3, -0.2], [0.0, 0.2, 0.0], [0.0, 0.1, 0.3], [-0.5, 0.0, -0.4], [0.4, 0.3, -1.4], [-0.5, -1.0, 1.2], [-0.3, 0.4, 0.1], [0.0, 0.1, -0.1], [0.5, 0.0, -0.4], [0.3, -0.3, 0.6], [0.7, -0.1, -0.3], [0.0, 0.1, 0.1], [-0.3, -0.1, 0.2], [-0.1, -0.2, 0.1], [-0.3, 0.4, 0.3]], "e_homo_ev": -12.9813, "relative_energy_kj_mol": 124.4, "total_charge": 1, "e_tot_ha": -930.5640, "spin_multiplicity": 1, "fmax_ev_per_a": 1.97, "lumo_energy_ev": -2.339}